[1]
Entry from OMol25: an isolated molecule of C5H7N3 (ωB97M-V/def2-TZVPD).

```
15
Properties=species:S:1:pos:R:3:nbo_charge:R:1
C 0.4308 0.2312 1.0855 -0.44
C -0.1608 0.0664 -1.3346 0.11
C 0.8554 0.6468 -1.9446 -0.46
C 1.9337 1.3932 -1.3839 0.25
C -1.8039 -1.3731 1.4178 -0.18
H 0.7558 -0.6479 1.6718 0.21
H 1.2635 0.7552 0.6416 0.24
H -0.1374 0.9564 1.7037 0.21
H -0.9257 -0.4385 -1.9216 0.23
H 1.0272 0.4706 -3.0270 0.26
H -2.7464 -1.9491 1.4595 0.20
H -1.2921 -1.1558 2.3484 0.17
N -0.4354 -0.1307 0.0113 -0.24
N 2.7815 2.0712 -0.9689 -0.34
N -1.5462 -0.8959 0.2410 -0.22
```

Calculated values
Relative energy (zero: lowest compared OMol25 entry of this formula, charge and spin): 69.8 kcal/mol
SMILES string: C=NN(C)/C=C\C#N
Kohn-Sham gap: 9.3 eV



[2]
Entry from OMol25: an isolated molecule of C5H7N3 (ωB97M-V/def2-TZVPD).

```
15
Properties=species:S:1:pos:R:3:nbo_charge:R:1
C -1.4469 0.2041 1.9286 -0.13
C -1.5978 0.1346 0.5825 0.00
C 0.7593 -0.1670 1.7385 0.05
C 0.8359 -0.0426 0.3548 0.07
C 1.8882 -0.0617 -0.4310 -0.50
N -0.2731 -0.0904 2.5238 -0.37
N -0.4772 -0.0470 -0.2378 -0.23
N -0.5429 -0.3814 -1.5845 -0.60
H -2.2799 0.1657 2.4965 0.19
H -2.5133 -0.0677 0.0178 0.20
H 1.7477 -0.1050 2.1996 0.19
H 1.9195 0.0558 -1.5164 0.23
H 2.8431 0.0422 0.1215 0.20
H -0.8029 0.5479 -1.9890 0.34
H -1.3497 -0.8723 -1.7262 0.35
```

Calculated values
Relative energy (zero: lowest compared OMol25 entry of this formula, charge and spin): 87.8 kcal/mol
SMILES string: C=C1C=NC=CN1N
Kohn-Sham gap: 7.7 eV



[3]
Entry from OMol25: a cluster of 2 separate species, C5H7N3 in total (ωB97M-V/def2-TZVPD).

```
15
Properties=species:S:1:pos:R:3:nbo_charge:R:1
C -1.5665 1.2416 0.4169 -0.29
C -0.6346 1.6052 -0.5808 -0.44
C -1.4177 -0.0435 0.6854 -0.09
C 0.0055 0.4832 -0.9756 0.32
C -0.1067 -1.9003 -0.3296 -0.40
N 3.0639 0.7340 0.5030 -0.31
N 3.0139 -0.1955 -0.1776 -0.02
N -0.4502 -0.5156 -0.1945 -0.42
H -1.9885 2.0410 1.1128 0.23
H -0.3292 2.5798 -1.0104 0.23
H -2.0735 -0.6819 1.2474 0.22
H 0.4149 -2.3042 0.5557 0.20
H -0.9633 -2.5277 -0.4291 0.20
H 0.5263 -2.1005 -1.2116 0.23
H 2.5057 1.5842 0.3880 0.34
```

Calculated values
Relative energy (zero: lowest compared OMol25 entry of this formula, charge and spin): 142.1 kcal/mol
Kohn-Sham gap (spin up / spin down): 9.5 / 6.8 eV



[4]
Entry from OMol25: a structure of composition C5H7N3 (ωB97M-V/def2-TZVPD).

```
15
Properties=species:S:1:pos:R:3:nbo_charge:R:1
C -1.3766 1.7691 -0.1812 -0.29
C 0.0267 1.7017 -0.0868 -0.35
C -1.8428 0.4817 -0.2433 -0.11
C 0.3418 0.3767 -0.1128 0.12
C 2.2171 -0.3159 0.0688 0.20
N 3.0901 0.4883 -0.2455 -0.63
N -0.7756 -0.3696 -0.2005 -0.22
N -0.8248 -1.7651 -0.2453 -0.63
H -1.9729 2.6591 -0.2033 0.22
H 0.7174 2.5151 -0.0136 0.23
H -2.8448 0.1065 -0.3308 0.20
H 2.1929 -1.3421 0.4126 0.17
H 4.0598 0.1831 -0.1679 0.36
H -1.6859 -2.0505 -0.7023 0.36
H -0.8190 -2.1541 0.6982 0.35
```

Calculated values
Relative energy (zero: lowest compared OMol25 entry of this formula, charge and spin): 99.2 kcal/mol
Kohn-Sham gap: 9.0 eV



[5]
Entry from OMol25: an isolated molecule of C5H7N3 (ωB97M-V/def2-TZVPD).

```
15
Properties=species:S:1:pos:R:3:nbo_charge:R:1
C -0.7708 1.6737 -0.2808 -0.63
C -0.3573 0.5699 0.6352 -0.11
C -0.7574 -0.7602 0.7293 -0.18
C -2.0071 -1.1651 0.0451 0.27
C 2.3815 -0.9994 -0.4735 -0.09
H -1.2700 2.5782 0.2971 0.22
H -1.4912 1.5185 -1.2024 0.25
H 0.2598 1.9623 -0.9306 0.23
H 0.1321 0.9413 1.5087 0.22
H -0.5917 -1.4079 1.6773 0.28
H 3.2676 -1.3500 0.0142 0.18
H 2.4047 -0.8106 -1.6667 0.19
N -2.9578 -1.4949 -0.5184 -0.31
N 0.3574 -0.3578 -0.2215 -0.24
N 1.4000 -0.8980 0.3870 -0.28
```

Calculated values
Relative energy (zero: lowest compared OMol25 entry of this formula, charge and spin): 126.6 kcal/mol
SMILES string: C=NN1[C@H](C#N)[C@@H]1C
Kohn-Sham gap: 10.9 eV



[6]
Entry from OMol25: an isolated molecule of C5H7N3 (ωB97M-V/def2-TZVPD).

```
15
Properties=species:S:1:pos:R:3:nbo_charge:R:1
C 2.0156 0.5616 -0.1966 0.21
C -0.2145 1.2514 0.3404 -0.04
C -1.4204 1.1114 -0.2205 -0.29
C -1.4177 -0.2950 -0.7582 -0.12
C -1.1331 -1.2864 0.4954 -0.28
H 2.0534 -1.4592 0.2397 0.33
H 2.6274 1.6421 -0.4078 0.25
H 0.2697 2.0640 0.9878 0.22
H -2.0947 1.8820 -0.1598 0.23
H -1.8098 -0.8548 -1.6163 0.24
H -1.1065 -2.4426 0.3170 0.21
H -1.2078 -1.0399 1.5506 0.21
N 2.7604 -0.5971 -0.1759 -0.66
N 0.6834 0.2283 -0.0725 -0.29
N -0.0054 -0.7658 -0.3235 -0.23
```

Calculated values
Relative energy (zero: lowest compared OMol25 entry of this formula, charge and spin): 173.0 kcal/mol
SMILES string: [H]/N=C\N1C=C[C@@H]2CN21
Kohn-Sham gap: 9.0 eV



[7]
Entry from OMol25: an isolated molecule of C5H7N3O (ωB97M-V/def2-TZVPD).

```
16
Properties=species:S:1:pos:R:3:nbo_charge:R:1
C 1.2088 -1.2997 0.6852 -0.47
C 0.0364 1.2772 0.2203 0.60
C -0.2407 -1.1540 0.5956 0.32
N -1.2654 1.6526 0.1623 -0.82
C 0.5756 -1.0228 -0.6829 -0.37
N -1.4154 -1.4697 0.9035 -0.58
N 0.5656 0.8066 -2.2699 -0.62
C 0.4810 0.3505 -1.1143 0.27
O 0.8752 1.8381 0.8913 -0.60
H -1.9478 1.0377 -0.2499 0.41
H -1.5902 2.3580 0.8065 0.40
H -1.5668 -1.5792 1.9066 0.35
H 0.3565 1.7959 -2.3862 0.36
H 1.7760 -0.5121 1.1640 0.26
H 1.6073 -2.2954 0.8187 0.25
H 0.5440 -1.7837 -1.4509 0.25
```

Calculated values
Relative energy (zero: lowest compared OMol25 entry of this formula, charge and spin): 60.5 kcal/mol
SMILES string: [H]/N=C(\C(N)=O)[C@H]1C/C1=N\[H]
Kohn-Sham gap: 9.5 eV



[8]
Entry from OMol25: an isolated molecule of C5H7N3O (ωB97M-V/def2-TZVPD).

```
16
Properties=species:S:1:pos:R:3:nbo_charge:R:1
C 1.7235 -1.6537 -0.5829 -0.12
C 0.9749 -0.4380 -0.3737 0.06
C -1.1060 -1.0634 0.8992 -0.10
C -0.4813 -0.0937 -0.2985 0.22
C -0.8000 1.3181 -0.4111 -0.65
N 3.0066 -1.3124 -0.5873 -0.22
N 1.8907 0.5635 -0.3301 -0.29
N 3.0528 -0.0578 -0.3825 -0.15
O -1.2846 -1.2154 -0.4617 -0.48
H 1.4920 -2.6654 -0.7548 0.23
H -0.4473 -1.7593 1.3507 0.19
H -1.8711 -0.4636 1.4233 0.18
H -1.8428 1.5109 -0.5749 0.23
H -0.1956 1.5974 -1.3937 0.24
H -0.3867 1.8795 0.5149 0.25
H 3.7804 0.5865 -0.2011 0.41
```

Calculated values
Relative energy (zero: lowest compared OMol25 entry of this formula, charge and spin): 79.0 kcal/mol
SMILES string: C[C@@]1(c2cn[nH]n2)CO1
Kohn-Sham gap: 9.8 eV



[9]
Entry from OMol25: an isolated molecule of C5H7N3S (ωB97M-V/def2-TZVPD).

```
16
Properties=species:S:1:pos:R:3:nbo_charge:R:1
C 1.0607 1.3446 0.2032 -0.53
C 2.3973 1.0240 0.1228 0.10
C 0.3776 0.1755 0.0856 0.40
C 1.3862 -2.1672 -0.0198 -0.04
C -1.9814 0.5678 -0.0727 -0.39
N 2.6859 -0.2626 0.1615 -0.38
N 1.5577 -0.9019 0.1132 -0.09
N -0.8073 -0.2722 0.0582 -0.50
S -3.5028 -0.2550 0.1316 -0.01
H 0.4767 2.2386 0.3205 0.24
H 3.3328 1.5794 0.2176 0.22
H 0.3388 -2.6410 -0.2489 0.24
H 2.2407 -2.6922 -0.0289 0.19
H -1.9502 1.3508 0.6148 0.19
H -1.7665 0.9258 -1.0298 0.22
H -3.0038 -1.0898 1.1215 0.14
```

Calculated values
Relative energy (zero: lowest compared OMol25 entry of this formula, charge and spin): 67.9 kcal/mol
Kohn-Sham gap (spin up / spin down): 7.1 / 7.1 eV



[10]
Entry from OMol25: the ion C5H7N4O3 with charge +1 (ωB97M-V/def2-TZVPD).

```
19
Properties=species:S:1:pos:R:3:nbo_charge:R:1
C 1.9563 -0.7421 1.1901 0.70
C -0.9459 -0.6703 0.5126 0.61
C -0.8184 0.9365 -1.8243 0.74
C 0.8424 -0.9424 2.2298 -0.35
C 0.2139 -0.2670 -0.4134 0.66
N -0.5399 -0.8276 1.8192 -0.58
N 1.4830 -0.3602 -0.1371 -0.57
N -0.4866 1.6248 -0.7698 -0.75
N -1.6914 1.1727 -2.8024 -0.76
O 3.1376 -0.7681 1.3499 -0.45
O -2.0462 -0.7668 0.0695 -0.49
O -0.0817 -0.2161 -1.7566 -0.46
H 1.2439 -1.8405 2.7227 0.27
H 0.8892 -0.2271 2.9915 0.26
H -1.0801 -1.2807 2.5360 0.44
H 2.2538 -0.1014 -0.7149 0.46
H -0.8462 2.5737 -0.5986 0.41
H -1.8980 2.1345 -2.7856 0.42
H -1.5858 0.5681 -3.6185 0.44
```

Calculated values
Relative energy (zero: lowest compared OMol25 entry of this formula, charge and spin): 2.1 kcal/mol
Total charge: +1
SMILES string: [H]/N=C(\N)OC1=[NH+]C(=O)CNC1=O
Kohn-Sham gap: 9.5 eV



[11]
Entry from OMol25: the ion C5H7N4S with charge +1 (ωB97M-V/def2-TZVPD).

```
17
Properties=species:S:1:pos:R:3:nbo_charge:R:1
C -1.4813 -1.3088 -1.5280 -0.06
C -1.1138 -0.6803 -0.3462 -0.01
C 0.2659 -0.9469 -0.1257 0.13
C -0.1739 1.6368 0.3944 0.28
C 1.0562 -0.3524 0.9623 -0.29
N -0.4664 -1.9829 -1.9471 -0.20
N 0.5830 -1.6695 -1.2055 -0.28
N -1.7374 0.1687 0.5887 -0.51
N 0.9227 1.0675 0.8635 -0.50
S -3.2769 0.6860 0.5818 0.49
H -2.4418 -1.5250 -1.9886 0.24
H -0.2947 2.5715 -0.0432 0.21
H 0.4840 -0.7132 1.9298 0.28
H 2.1359 -0.6357 1.1100 0.27
H 1.4543 -2.0652 -1.5006 0.43
H 1.8588 1.6226 0.9385 0.45
H -3.7337 0.4278 -0.6790 0.10
```

Calculated values
Relative energy (zero: lowest compared OMol25 entry of this formula, charge and spin): 123.9 kcal/mol
Total charge: +1
Kohn-Sham gap (spin up / spin down): 7.4 / 7.2 eV



[12]
Entry from OMol25: an isolated molecule of C5H7N5O2 (ωB97M-V/def2-TZVPD).

```
19
Properties=species:S:1:pos:R:3:nbo_charge:R:1
O -0.2219 2.7514 0.3429 -0.62
O 2.0596 -0.6547 -2.3938 -0.61
N -1.5972 1.1868 1.1531 -0.55
C -0.3967 1.5640 0.4604 0.58
C 2.1130 0.5178 -2.1235 0.55
C -1.5849 -0.1196 1.3975 0.59
C 0.4677 0.6486 -0.2251 -0.05
C 0.2516 -0.6717 0.2156 0.37
N -2.7901 -0.5824 1.7073 -0.79
N 1.0698 -1.6554 -0.0738 -0.87
N 1.4855 1.2328 -1.0746 -0.59
N -0.6675 -0.9997 1.1794 -0.57
H 2.6185 1.1494 -2.7601 0.12
H -3.4359 0.2517 1.6428 0.43
H -2.8455 -1.3811 1.1274 0.37
H 1.3845 -1.6773 -1.0605 0.44
H 1.7195 -1.8278 0.6278 0.39
H 1.4260 2.1768 -1.1380 0.43
H -1.0559 -1.9098 0.9954 0.40
```

Calculated values
Relative energy (zero: lowest compared OMol25 entry of this formula, charge and spin): 43.9 kcal/mol
SMILES string: Nc1nc(=O)c(NC=O)c(N)[nH]1
Kohn-Sham gap: 8.9 eV



What is the relative energy (zero: lowest compared OMol25 entry of this formula, charge and spin) in the first record?
69.8 kcal/mol